[1]
Entry from the Open Molecules 2025 dataset: a structure of composition C30H45IrNO3P2S at a distorted geometry (wB97M-V/def2-TZVPD).

Each line ends with the Mulliken spin population.
Element x y z (Å)
C: 0.054 2.200 -5.829  0.00
C: 2.744 2.498 1.408  0.00
H: 0.545 -5.211 -0.791  0.01
C: 0.512 2.602 -2.734  0.54
C: -1.733 0.042 -5.408  0.00
H: 1.768 -3.728 -6.201  0.00
H: 0.052 -3.432 -5.814  0.00
H: 1.795 2.649 -1.037  0.10
H: -2.778 -0.202 -0.318  0.00
H: 2.120 0.395 -4.627  0.00
H: 3.617 -1.401 -3.703  0.00
H: -1.817 3.862 -3.283  -0.02
H: 2.122 -4.418 -0.420  0.00
H: 3.521 1.647 6.014  0.00
H: 3.037 -2.301 -0.025  0.01
H: 0.652 4.930 -1.578  0.00
H: -1.212 0.434 1.099  0.00
C: 1.247 -4.412 -1.070  0.04
H: 1.034 2.637 -5.604  0.00
H: -1.103 5.214 0.359  0.00
C: -0.835 -2.888 -1.346  0.19
H: 3.531 -3.095 -4.253  0.00
C: 3.677 4.008 2.969  0.00
H: 0.035 1.849 -6.864  0.00
S: 3.514 4.927 1.461  0.00
C: -1.971 2.796 -3.047  0.16
H: 0.566 0.476 1.229  0.00
H: -1.814 0.394 -6.444  0.00
H: -0.368 -0.670 2.198  0.03
H: 2.241 -2.292 1.562  0.03
C: 3.284 -2.062 -4.508  0.01
H: -0.723 2.958 -5.677  0.00
C: 3.575 2.305 5.142  0.00
P: 1.480 -1.931 -4.638  -0.09
H: -3.009 3.873 0.071  0.00
H: -3.173 -1.406 -1.569  0.00
C: -2.153 3.671 -0.583  0.01
H: 1.578 -4.569 -2.108  0.01
C: 1.288 -0.155 -5.101  0.01
H: 0.180 2.003 -0.730  0.05
H: 1.033 4.390 0.047  0.01
C: -1.037 4.372 -0.341  -0.02
H: -0.853 1.003 -2.670  0.06
H: -1.535 -4.887 -1.616  0.01
C: 3.152 1.847 3.892  0.00
O: 2.316 1.406 0.952  0.01
C: 3.215 2.719 2.799  0.00
C: -2.692 -1.257 -0.596  0.00
C: 0.368 4.184 -0.814  0.10
H: 1.263 2.966 -3.428  -0.06
H: 2.768 0.837 3.730  0.00
O: 4.808 5.269 0.930  0.00
H: -1.266 -3.942 -3.110  0.02
O: 2.552 5.990 1.651  0.00
C: 4.068 3.615 5.300  0.00
H: 3.748 -1.774 -5.456  0.00
C: 0.948 -1.977 -0.111  0.20
H: -2.681 -3.570 -2.098  0.00
C: -0.685 1.986 -3.197  0.08
H: -3.569 2.552 -1.617  0.00
C: -0.313 -0.188 1.206  0.04
C: -1.639 -3.894 -2.062  0.05
H: 4.405 3.958 6.278  0.00
C: 2.246 -1.823 0.564  0.02
C: -2.474 2.604 -1.596  -0.01
Ir: 0.449 -2.393 -2.947  1.61
H: -2.608 0.376 -4.836  0.00
H: 4.487 5.506 4.276  0.00
H: 1.426 -0.101 -6.194  0.00
C: 0.581 -3.091 -0.995  0.19
C: 0.733 2.768 -1.306  -0.05
H: -2.744 2.438 -3.753  0.01
C: -1.281 -1.694 -0.648  0.30
P: -0.227 0.744 -4.729  0.04
N: 2.836 3.645 0.699  0.00
C: -0.208 -1.215 0.134  0.24
C: 1.006 -2.956 -6.059  0.01
H: 0.908 -2.341 -6.957  0.00
H: -3.257 -1.833 0.151  0.03
H: -2.139 1.624 -1.234  0.01
H: -1.682 -1.050 -5.391  0.01
C: 4.120 4.489 4.198  0.00
H: 2.494 -0.755 0.693  0.01

Output
Lowest unoccupied orbital energy (alpha / beta) (eV): -3.73 / -5.81
Total charge: +1
Energy above the lowest of the compared OMol25 structures with the same formula, charge and spin (eV): 3.862
Spin multiplicity: 5

---

[2]
Entry from the Open Molecules 2025 dataset: a structure of composition C30H45NO3P2STi at a distorted geometry (wB97M-V/def2-TZVPD).

Each line ends with the Mulliken spin population.
Element x y z (Å)
H: 3.047 -3.434 -5.886  0.00
H: 1.064 0.468 -3.395  0.00
H: 1.917 2.827 -0.965  0.00
C: -2.017 3.698 -0.789  -0.02
C: 1.695 2.395 6.755  0.00
H: -1.877 3.330 -1.810  0.00
C: 1.927 -3.673 -3.274  0.00
C: 3.836 -1.274 -3.894  0.00
C: -1.565 -2.371 -1.316  0.01
H: 0.230 2.027 -3.064  0.00
H: 4.366 -0.607 -3.202  0.00
H: -5.374 -0.341 1.232  0.00
C: 0.279 0.959 -2.799  0.01
C: 0.894 -0.971 -0.675  -0.04
C: 2.222 -1.426 -5.853  0.00
C: -0.435 -2.785 1.341  0.00
H: 1.987 2.796 7.725  0.00
H: 1.218 -0.986 -5.955  0.00
H: 4.392 -3.183 -4.787  0.00
C: -1.680 3.660 2.378  0.01
H: -3.067 1.564 -2.404  0.00
C: 1.387 -3.428 -4.474  0.00
H: 3.812 -4.619 -2.918  0.00
C: 0.796 0.611 5.446  0.00
S: -0.057 -0.884 5.145  0.00
C: 1.109 1.122 6.692  0.00
O: 0.791 -2.020 5.384  0.00
H: 1.443 -3.281 -6.573  0.00
H: -1.072 4.137 -0.449  -0.01
H: 0.260 -3.562 0.992  0.00
C: -3.172 1.029 3.492  0.02
C: -2.986 1.410 2.065  0.00
H: -1.399 -3.249 1.606  0.00
C: 0.333 0.609 3.174  0.00
H: 2.801 0.358 -4.709  0.00
H: 2.317 4.149 5.647  0.00
C: -3.216 1.433 -0.259  0.05
H: 1.141 -1.528 -1.595  0.00
H: -2.330 1.350 4.116  0.00
H: 1.696 -1.076 0.078  0.00
O: 0.142 1.124 1.989  -0.01
H: -3.261 -0.058 3.606  0.00
N: -0.188 -0.558 3.509  0.01
C: 1.508 2.630 4.326  0.00
Ti: -1.286 0.831 0.683  0.96
H: 2.732 -1.214 -6.808  0.00
C: -2.480 2.617 0.126  0.05
C: 3.383 -3.602 -2.911  0.00
H: -0.696 0.510 -3.039  0.00
H: -4.082 1.488 3.909  0.00
C: 2.058 1.791 -0.615  0.00
C: 1.010 1.317 4.269  0.00
C: 2.073 -2.960 -5.728  0.00
C: -4.322 -0.568 1.011  -0.02
P: -0.732 -1.558 0.060  0.02
H: -2.419 4.268 2.915  0.00
H: -1.003 3.229 3.127  0.00
C: 1.885 3.147 5.574  0.00
H: 2.955 1.366 -1.089  0.00
H: 0.314 -3.628 -4.609  0.00
C: -2.339 2.604 1.563  -0.04
H: -2.759 4.507 -0.826  0.00
H: -3.740 0.027 -1.809  0.00
H: -1.088 4.330 1.744  0.00
O: -1.359 -0.834 5.760  0.00
H: 0.886 0.517 7.570  0.00
H: -1.893 -1.631 -2.058  -0.01
H: -0.903 -3.101 -1.801  0.00
H: -3.959 -1.231 1.803  -0.01
H: -4.297 -1.115 0.064  0.00
H: -0.055 -2.282 2.251  0.01
C: 4.273 -2.710 -3.806  0.00
C: 2.945 -0.730 -4.737  0.00
H: 5.274 -2.709 -3.350  0.00
C: -3.703 1.111 -1.632  -0.01
H: 2.193 1.824 0.478  0.00
P: 0.581 0.838 -1.025  0.01
C: -3.520 0.685 0.940  0.03
H: 1.588 3.212 3.404  0.00
H: 1.281 -4.082 -2.484  0.00
H: -4.724 1.499 -1.780  0.01
H: -2.456 -2.883 -0.925  0.00
H: 3.473 -3.253 -1.871  0.00

Output
Lowest unoccupied orbital energy (alpha / beta) (eV): -3.25 / -3.12
Total charge: +1
Energy above the lowest of the compared OMol25 structures with the same formula, charge and spin (eV): 0.000
Spin multiplicity: 2

---

[3]
Entry from the Open Molecules 2025 dataset: a cluster of 8 separate species, C30H46BClFN6O23 in total at a distorted geometry (wB97M-V/def2-TZVPD).

Each line ends with the Mulliken charge.
Element x y z (Å)
H: -0.742 -0.662 0.266  0.24
O: 5.985 -1.034 -7.690  -0.31
O: -6.979 2.280 0.874  -0.30
H: -9.353 2.777 -2.779  0.23
H: 3.133 -0.052 -2.402  0.40
N: 1.066 1.628 -0.591  0.29
O: 9.075 -5.303 -4.106  -0.35
C: -4.423 -4.298 4.115  -0.30
O: 6.276 -3.157 -6.989  -0.52
H: -0.564 0.547 -2.324  0.26
C: 4.857 -0.681 -0.104  -0.85
C: -2.948 3.946 3.179  0.59
C: 2.190 -0.767 4.648  -0.13
C: 0.653 0.789 5.219  0.56
N: 1.757 0.849 1.353  -0.37
O: -6.348 -3.115 4.510  -0.31
H: 7.482 -4.564 -5.223  0.22
C: -3.598 4.592 5.239  -0.37
H: 5.134 -3.897 0.537  0.39
N: 5.454 -1.812 0.578  -0.45
C: 4.190 1.799 -2.125  0.03
O: 5.408 -1.602 -5.619  -0.30
H: 2.181 -1.822 4.390  0.34
H: 2.986 -0.266 4.107  0.10
H: -9.575 0.549 -3.709  0.30
H: -6.339 -5.165 4.695  0.28
C: -8.080 1.616 1.301  0.62
C: -8.560 0.908 -3.569  -0.33
O: -7.348 2.832 -3.273  -0.32
C: 5.925 -2.041 -6.795  0.62
H: 3.967 -2.972 1.498  0.20
C: -7.209 2.427 -4.555  0.68
O: -0.218 1.592 5.097  -0.50
H: 6.230 -2.071 -0.022  0.32
B: 0.114 2.316 -1.590  0.63
C: -5.886 -2.791 3.282  0.62
C: -8.469 2.143 -2.697  0.23
F: 3.897 -0.355 2.064  -0.18
H: -6.433 1.580 3.964  0.35
C: 0.786 1.497 0.707  -0.91
H: -4.484 5.046 5.671  0.31
C: -6.527 1.333 2.910  -0.17
H: -1.829 5.879 5.369  0.32
C: 5.321 -0.175 -5.670  0.08
H: 4.248 0.069 -7.557  0.29
O: -4.824 -3.566 2.952  -0.25
C: 4.555 -2.984 0.584  -0.86
H: 4.451 -0.999 -1.066  0.57
H: 8.905 -3.509 -5.108  0.18
O: -8.014 1.370 -4.812  -0.34
H: 5.633 0.073 -0.220  0.28
O: -6.346 -1.946 2.588  -0.55
C: 5.266 0.089 -7.164  -0.38
H: 1.774 -1.296 6.727  0.26
C: 10.227 -5.905 -4.496  0.60
H: 2.261 1.390 -2.844  0.47
H: -5.526 -4.292 6.009  0.29
C: 8.567 -4.543 -5.208  -0.08
H: -2.348 1.162 0.717  0.38
H: -5.998 0.402 2.711  0.08
H: 3.264 -0.357 6.515  0.31
H: -3.613 -3.755 4.607  0.24
O: 0.160 3.648 -1.742  -0.53
C: -6.100 2.459 1.990  0.45
N: 3.769 -0.155 0.718  0.23
O: -2.867 3.296 2.181  -0.42
C: -2.614 5.600 4.673  -0.37
H: 5.744 1.018 -7.459  0.31
H: 3.842 -2.970 -0.247  0.27
H: -0.118 2.224 2.402  0.29
O: 5.023 1.649 -2.954  -0.38
O: -9.056 1.469 0.638  -0.54
H: -0.819 2.898 0.949  0.61
H: -2.030 1.022 2.420  0.37
C: 2.255 -0.511 6.144  -0.40
H: 4.442 0.166 -5.133  -0.04
H: 4.274 2.569 -1.339  0.46
C: -0.427 1.984 1.388  -0.07
Cl: -2.477 -1.597 1.514  -0.13
O: 1.488 0.700 6.269  -0.35
O: -2.061 4.882 3.555  -0.34
O: 10.400 -5.772 -5.831  -0.33
O: -7.908 1.160 2.555  -0.36
H: -7.940 0.089 -3.199  0.26
O: 10.974 -6.465 -3.766  -0.51
O: -3.944 3.828 4.070  -0.26
H: -3.102 6.500 4.300  0.29
C: 2.921 0.966 -2.087  -0.96
O: 0.943 -0.156 4.299  -0.16
C: -5.698 -4.316 4.937  -0.34
H: -4.074 -5.288 3.837  0.31
C: 9.194 -5.242 -6.397  -0.28
N: -0.800 1.533 -2.352  -0.51
H: -3.142 3.921 5.967  0.27
H: 8.584 -6.068 -6.764  0.27
H: -8.287 1.921 -1.650  -0.17
O: -6.475 2.925 -5.346  -0.54
H: -6.276 3.445 2.425  0.06
H: 6.209 0.250 -5.202  0.25
N: 2.289 1.008 -0.790  0.13
C: -1.104 -0.498 1.281  -0.25
C: 2.655 0.539 0.428  0.55
H: -5.064 2.391 1.674  -0.19
C: -1.572 0.937 1.441  -0.63
H: 9.422 -4.574 -7.222  0.28
H: 0.843 4.074 -1.211  0.35
H: -1.767 1.576 -2.044  0.30
H: -0.345 -0.760 2.001  0.06

Output
Lowest unoccupied orbital energy (eV): -3.28
Total charge: +1

---

[4]
Entry from the Open Molecules 2025 dataset: a structure of composition C30H46BN5O7P2Pt at a distorted geometry (wB97M-V/def2-TZVPD).

Each line ends with the Mulliken charge.
Element x y z (Å)
H: -1.951 -0.778 -2.586  0.24
H: 1.513 2.965 0.247  0.60
O: -0.117 -0.373 2.630  -0.56
H: -3.364 1.522 -1.108  0.30
H: 0.626 -5.145 -0.729  0.36
O: 3.956 -0.239 7.294  -0.63
C: 3.162 0.477 3.951  -0.02
C: -1.749 2.839 -1.757  2.44
H: -1.614 5.161 2.048  0.49
H: 4.064 0.990 3.648  0.71
H: -2.204 -1.961 -3.886  0.71
H: 2.576 -0.009 -6.147  0.40
H: -1.163 -5.001 -2.235  0.37
C: 3.019 0.020 5.219  -1.25
H: -2.112 4.990 -1.454  0.38
H: -1.705 -4.199 -3.699  0.49
H: -2.308 -3.761 1.092  0.30
C: -1.373 -3.469 1.571  -1.64
N: 1.667 1.506 -1.224  0.04
H: -2.976 -3.966 -0.920  0.32
H: -2.416 4.864 0.513  0.32
C: -1.579 4.319 -2.122  -1.78
Pt: -0.760 -0.056 -0.059  2.90
O: -1.351 -1.591 4.672  -0.54
C: 2.404 1.710 -4.883  -0.79
C: -1.549 -1.672 -3.059  -1.65
O: -0.173 -2.215 6.362  -0.68
C: -1.221 3.202 1.263  2.60
C: -0.103 -5.036 0.077  -2.11
H: 0.200 -5.704 0.889  0.54
C: -0.171 -3.609 0.620  2.74
C: 1.106 -3.338 1.428  -2.48
H: -0.395 3.389 3.241  0.68
H: 2.183 -1.637 -4.324  0.47
C: 0.840 -0.399 3.384  0.98
C: 0.851 -0.911 4.763  -1.14
C: -1.496 4.691 1.067  -1.97
H: -0.467 2.503 -3.497  0.23
H: -2.638 2.927 2.866  0.50
H: -3.622 -3.055 -2.285  0.50
O: 1.905 -0.212 0.808  0.97
H: 0.195 1.978 2.365  0.51
B: 1.561 0.202 -0.605  -1.15
H: -1.074 -5.381 -0.278  0.29
H: 0.818 3.603 1.984  0.40
C: -1.488 -2.833 -2.059  2.15
C: -0.068 3.032 2.261  -2.42
C: 1.877 -0.713 5.617  -0.13
C: 2.163 -0.574 -4.118  -0.67
P: -0.342 -2.262 -0.680  -0.74
N: 1.706 -0.783 -1.650  -0.21
P: -0.764 2.232 -0.280  -0.71
C: -3.228 2.541 -1.478  -1.86
H: 1.104 3.525 -1.365  0.27
H: -0.570 -1.421 -3.477  0.19
C: -2.453 2.514 1.870  -1.69
H: -0.948 1.013 -2.686  -0.65
C: 1.338 -2.177 -1.533  -1.12
H: 1.260 -2.279 1.609  0.73
H: -0.034 -4.035 -3.184  0.26
C: 2.146 0.196 3.028  0.05
N: -0.313 -1.657 5.290  1.07
O: 3.104 1.526 1.416  -0.58
C: 1.921 1.287 -2.585  0.50
H: 1.995 -3.738 0.937  0.37
H: -2.288 1.439 1.975  0.15
H: -1.979 4.474 -3.128  0.50
H: -3.798 2.644 -2.405  0.56
C: 2.176 2.192 -3.592  -0.75
C: -1.284 2.010 -2.970  -1.12
C: -1.061 -4.093 -2.821  -1.69
N: 2.409 0.582 1.712  0.65
H: 1.017 -3.836 2.398  0.64
H: 1.818 -1.110 6.620  0.70
H: -3.350 2.669 1.272  0.30
H: -1.480 -2.443 1.934  0.23
H: -0.530 4.624 -2.147  0.24
C: 1.023 2.682 -0.681  -1.62
H: 2.605 2.408 -5.685  0.41
O: 5.066 0.874 5.819  -0.64
C: 2.390 0.349 -5.143  -0.84
H: -3.654 3.233 -0.750  0.30
H: -2.116 1.901 -3.672  0.73
H: -3.160 -2.208 -0.804  0.29
C: 1.934 -0.098 -2.842  0.66
N: 4.103 0.232 6.185  1.04
H: 1.285 -2.628 -2.521  0.29
H: 2.196 3.257 -3.393  0.46
H: -0.677 5.200 0.554  0.36
H: -1.228 -4.121 2.437  0.52
C: -2.891 -3.029 -1.472  -1.88
H: 2.074 -2.738 -0.956  0.33

Output
Lowest unoccupied orbital energy (alpha / beta) (eV): -2.04 / -2.05

---

[5]
Entry from the Open Molecules 2025 dataset: the ion C30H46BrCl2N2O3S with charge +1 at a distorted geometry (wB97M-V/def2-TZVPD).

Each line ends with the Mulliken charge.
Element x y z (Å)
C: 1.110 -1.645 -0.976  3.09
C: 1.380 -2.995 -1.721  -1.55
H: 2.828 -0.835 -1.892  0.37
C: -3.106 0.587 3.387  -1.50
O: 1.688 -5.297 -0.834  -0.43
O: -0.379 -5.509 -0.052  -0.52
C: -0.718 1.774 -1.682  -2.06
H: 2.126 -1.456 2.284  0.19
C: -1.015 -1.239 -2.479  -0.94
N: 1.748 2.651 -0.695  -0.64
H: -3.709 -0.082 -2.089  0.18
C: -2.777 3.313 0.036  -0.11
C: -2.546 1.107 0.984  -0.32
C: 0.200 0.694 -1.112  3.27
H: 4.108 1.492 2.195  0.53
H: 3.231 -6.290 1.187  0.28
C: 2.410 0.493 1.271  1.16
H: 1.053 -2.658 0.950  -0.26
H: 2.652 -3.656 -0.005  0.08
Cl: -1.571 -0.282 -3.920  -0.20
O: -2.061 1.420 -1.335  0.64
S: 2.177 4.371 -2.832  -0.24
C: 1.249 -5.408 1.646  -0.18
C: 3.073 1.721 1.939  -0.54
C: 2.916 -0.747 2.049  -1.51
H: -3.605 3.262 3.374  0.40
H: -1.167 5.392 -2.194  0.37
H: 3.315 -4.629 1.846  0.20
H: -3.569 1.061 4.251  0.38
H: 3.306 -0.410 3.010  0.57
C: 0.783 -5.387 0.198  0.55
C: -1.410 5.132 -1.161  -1.26
H: -3.496 5.102 -0.802  1.00
H: 0.255 -1.127 1.006  0.11
H: -1.542 6.091 -0.651  0.37
C: 0.434 -1.987 0.352  -1.44
H: -3.768 4.580 -3.001  0.44
H: -1.974 -1.149 -0.539  -1.38
H: -2.306 3.576 -3.049  0.29
Br: 4.369 0.974 -0.652  0.14
H: 3.169 -4.177 -1.582  0.33
C: 1.658 1.238 -1.055  -1.21
C: -2.969 1.564 2.232  0.38
H: 0.758 -6.270 2.101  0.47
H: -3.427 4.807 1.420  0.44
C: 2.276 -4.006 -0.974  -0.69
H: 3.773 -1.218 1.561  0.33
C: 2.766 -5.575 1.864  -1.09
H: -2.165 0.098 3.642  0.26
C: -2.758 4.347 -1.084  -0.11
C: -3.273 2.915 2.404  -1.13
C: 2.040 3.417 -1.604  0.47
C: 2.250 2.068 3.221  -1.31
C: -3.173 3.759 1.300  -0.86
H: 3.083 2.626 1.335  0.33
H: -0.619 1.872 -2.765  0.33
C: -2.444 1.958 -0.121  0.86
N: 2.563 0.367 -0.233  0.13
H: -0.549 2.760 -1.257  -0.45
H: 2.040 1.161 -2.080  1.10
C: -2.196 -1.572 -1.512  2.17
C: 0.270 -0.659 -1.878  -0.90
H: -2.323 0.047 0.918  0.72
C: 2.513 -0.998 -0.856  -1.90
H: -3.811 -0.188 3.066  0.37
H: 1.670 2.977 3.066  0.39
H: -4.293 -1.565 -1.254  0.51
H: 1.342 0.594 1.478  -0.45
H: 1.630 1.234 3.545  0.34
H: 1.787 -2.773 -2.711  0.71
H: -3.767 2.883 -2.396  0.20
H: -0.100 0.586 -0.062  -0.60
C: -3.205 3.813 -2.470  -1.49
H: -0.749 -2.177 -2.963  0.98
H: -0.591 4.616 -0.659  0.24
H: -3.822 -1.691 -2.917  0.49
H: 0.930 -0.487 -2.740  0.57
H: -0.526 -2.491 0.237  0.31
C: -3.598 -1.158 -1.994  -1.74
H: 2.974 2.317 4.000  0.39
H: 3.280 -1.667 -0.473  0.77
H: 0.908 -4.530 2.196  0.13
H: 2.909 -5.962 2.878  0.42
H: 0.396 -3.463 -1.820  0.39
Cl: -2.292 -3.383 -1.414  -0.12

Output
Lowest unoccupied orbital energy (eV): -4.72
Total charge: +1
SMILES: CCC(=O)OCC[C@@]1(C)C[N@+](Br)([C@@H](C)CC)[C@H](N=C=S)[C@@H](COc2cc(C)ccc2C(C)C)[C@@H]1[C@H](Cl)[C@@H](C)Cl

---

The calculation returns the following E_tot values, one per record and in order: -71709.6853 -91996.5382 -103799.7088 -76135.6094 -146893.2701 eV.
The calculation returns the following M values, one per record and in order: 753.9 609.6 924.0 856.6 665.6 g mol⁻¹.